{"formula": "C3H4O2S2", "method": "ωB97M-V/def2-TZVPD", "symbols": ["C", "C", "C", "H", "H", "H", "H", "O", "O", "S", "S"], "coordinates": [[-1.47037, 0.26867, -0.20163], [-0.40909, 0.27315, 0.87145], [1.91814, -0.83071, -0.28859], [-0.29758, 1.33570, -1.24583], [-0.36551, -0.65532, 1.35926], [-0.78553, 0.98819, 1.62176], [1.13879, -1.54486, -0.37960], [-1.26790, 1.09459, -1.22974], [3.06976, -0.82108, -0.67112], [-2.78229, -0.75762, -0.11673], [1.25157, 0.64929, 0.28076]], "forces_ev_per_a": [[-1.16, -1.37, -0.62], [-0.47, 0.65, -0.48], [1.63, 1.13, -0.98], [-1.02, -0.03, 0.05], [-0.22, -1.30, 0.61], [0.74, 0.06, -0.19], [-0.31, -1.86, -0.15], [0.81, -0.15, 0.31], [-1.34, -0.80, 0.50], [1.28, 1.31, -0.04], [0.08, 2.34, 0.98]], "smiles": "O=CSCC(O)=S", "spin_multiplicity": 1, "e_homo_ha": -0.335, "energy_ev": -28940.203, "orbital_gap_ha": 0.32857, "e_lumo_ev": -0.17}

***

{"formula": "C21H16ClGaIN7O4S", "method": "ωB97M-V/def2-TZVPD", "symbols": ["Ga", "N", "N", "C", "N", "N", "N", "O", "O", "H", "H", "H", "H", "H", "Cl", "C", "C", "C", "I", "C", "O", "C", "N", "C", "C", "C", "C", "H", "H", "H", "H", "C", "C", "O", "S", "C", "C", "C", "C", "C", "C", "C", "C", "H", "H", "H", "H", "H", "H", "H", "N", "C"], "coordinates": [[1.28633, 1.91674, -0.69331], [1.39991, -1.97582, -0.14282], [0.42726, -2.02106, 0.88348], [0.08145, -0.99587, 1.64927], [-0.72494, -1.22557, 2.69342], [0.62676, 0.19414, 1.29697], [0.15730, 1.31399, 1.83419], [-0.59649, 1.38864, 2.78964], [0.57433, 2.35912, 1.28191], [1.59806, -0.99538, -0.35012], [0.94852, -2.33500, -0.98068], [0.20114, -2.95185, 1.19384], [-1.16561, -2.12133, 2.80593], [-1.06843, -0.42021, 3.19460], [7.99351, 0.31615, -0.02401], [6.31418, 0.37221, -0.46426], [5.84084, -0.45167, -1.44190], [4.48295, -0.42233, -1.82739], [3.79731, -1.70766, -3.30890], [3.59247, 0.44089, -1.23531], [2.31455, 0.52839, -1.53128], [4.09965, 1.27900, -0.19495], [3.17457, 2.08141, 0.37997], [3.53456, 2.91579, 1.32524], [4.86270, 2.99347, 1.77582], [5.81052, 2.17747, 1.22130], [5.44620, 1.27520, 0.19969], [6.51791, -1.13634, -1.93313], [2.75895, 3.54820, 1.73840], [5.11907, 3.69890, 2.55270], [6.83935, 2.21805, 1.55156], [-5.76923, -3.31540, 0.27443], [-7.11839, -2.85930, -0.21635], [-8.12498, -3.49886, -0.08115], [-7.25668, -1.27063, -1.03690], [-5.58854, -0.66171, -1.05679], [-5.14090, 0.18389, -0.04581], [-3.84434, 0.66744, -0.06540], [-2.97285, 0.31669, -1.10061], [-3.43329, -0.51834, -2.11961], [-4.73238, -0.99696, -2.10043], [-1.62804, 0.81589, -1.10783], [-0.49406, 1.24007, -1.15721], [-5.27845, -2.54037, 0.86154], [-5.12874, -3.53562, -0.58070], [-5.91439, -4.21515, 0.86676], [-5.81523, 0.46321, 0.75326], [-3.49591, 1.33208, 0.71446], [-2.76835, -0.77503, -2.93334], [-5.08994, -1.63396, -2.89910], [1.78271, 4.79773, -1.81374], [1.56707, 3.74669, -1.39535]], "forces_ev_per_a": [[0.11, 0.18, -0.23], [-0.05, -0.05, -0.04], [-0.04, 0.02, -0.01], [0.08, 0.20, -0.10], [-0.01, 0.13, 0.01], [-0.07, -0.15, 0.08], [0.15, 0.07, 0.10], [-0.08, -0.19, 0.03], [-0.07, -0.08, -0.09], [0.02, -0.03, 0.02], [0.02, 0.08, -0.01], [0.10, 0.02, 0.05], [-0.03, 0.02, -0.02], [0.01, -0.02, 0.02], [-0.01, 0.00, 0.00], [0.01, -0.01, -0.01], [0.00, 0.01, 0.01], [-0.01, -0.04, -0.04], [0.01, 0.01, 0.02], [0.01, 0.01, 0.04], [-0.02, -0.05, 0.04], [-0.02, 0.01, 0.00], [-0.03, -0.07, 0.01], [0.02, 0.01, 0.01], [-0.02, 0.00, 0.00], [0.01, -0.02, -0.01], [0.01, 0.01, 0.02], [0.00, -0.01, 0.00], [0.00, 0.00, 0.00], [0.00, 0.00, 0.00], [0.01, 0.00, 0.00], [0.01, -0.02, -0.06], [-0.03, 0.06, 0.11], [-0.01, -0.03, -0.02], [0.01, -0.02, -0.02], [0.02, 0.01, 0.01], [0.00, 0.00, -0.02], [0.00, -0.01, -0.01], [0.03, 0.04, 0.08], [-0.02, -0.02, -0.05], [0.02, 0.01, 0.00], [-0.02, -0.01, -0.25], [-0.07, -0.05, 0.35], [-0.01, 0.00, 0.00], [0.03, 0.01, 0.01], [-0.01, -0.01, 0.00], [-0.01, 0.00, 0.01], [0.00, 0.00, 0.00], [0.01, 0.00, 0.00], [0.00, 0.00, -0.01], [0.01, 0.05, 0.03], [-0.02, -0.08, -0.04]], "spin_multiplicity": 1, "e_homo_ha": -0.305, "energy_ev": -124488.935, "orbital_gap_ha": 0.27440, "e_lumo_ev": -0.83}